No. 1
{
  "formula": "C42H105F6Mn2N7O20P3",
  "method": "the ωB97M-V functional and the def2-TZVPD basis",
  "e_above_lowest_kcal_mol": 123.4,
  "gap_ev": [7.828, 7.545],
  "multiplicity": 11,
  "max_force_ha_per_bohr": 0.0784,
  "s2": 30.005,
  "homo_energy_ha": [-0.3465, -0.3465],
  "energy_ha": -7476.6179,
  "charge": 1,
  "species": ["Mn", "Mn", "P", "P", "P", "F", "F", "F", "F", "F", "F", "O", "O", "O", "O", "O", "O", "O", "O", "O", "O", "O", "O", "O", "O", "O", "O", "O", "O", "O", "O", "N", "N", "N", "N", "N", "N", "N", "C", "C", "C", "C", "C", "C", "C", "C", "C", "C", "C", "C", "C", "C", "C", "C", "C", "C", "C", "C", "C", "C", "C", "C", "C", "C", "C", "C", "C", "C", "C", "C", "C", "C", "C", "C", "C", "C", "C", "C", "C", "C", "H", "H", "H", "H", "H", "H", "H", "H", "H", "H", "H", "H", "H", "H", "H", "H", "H", "H", "H", "H", "H", "H", "H", "H", "H", "H", "H", "H", "H", "H", "H", "H", "H", "H", "H", "H", "H", "H", "H", "H", "H", "H", "H", "H", "H", "H", "H", "H", "H", "H", "H", "H", "H", "H", "H", "H", "H", "H", "H", "H", "H", "H", "H", "H", "H", "H", "H", "H", "H", "H", "H", "H", "H", "H", "H", "H", "H", "H", "H", "H", "H", "H", "H", "H", "H", "H", "H", "H", "H", "H", "H", "H", "H", "H", "H", "H", "H", "H", "H", "H", "H", "H", "H", "H", "H"],
  "xyz": [[12.3400, -21.9488, -7.7393], [17.2056, -23.5350, -7.2732], [15.5854, -20.5240, -7.8347], [14.5544, -23.2836, -5.2482], [14.4876, -24.2441, -9.2719], [14.0652, -24.4534, -4.2393], [13.8379, -25.6677, -9.1245], [14.9811, -22.0723, -4.3457], [15.8169, -19.2224, -6.8840], [14.7200, -24.1698, -10.8717], [15.9115, -19.9483, -9.2938], [14.1532, -20.8824, -7.8915], [17.8342, -17.2322, -2.3911], [13.4166, -23.2304, -8.9450], [20.9096, -21.5884, -6.4001], [20.5854, -25.1104, -4.6589], [12.9445, -16.5142, -8.6951], [13.8587, -15.2212, -2.7744], [15.8531, -23.8632, -5.8193], [16.0949, -14.4674, -12.4242], [16.5581, -21.6470, -7.6094], [13.4241, -22.8017, -6.1070], [18.4543, -13.3069, -5.6034], [15.9367, -20.6043, -13.0526], [11.7472, -20.5190, -6.3584], [11.0280, -22.9151, -10.7025], [15.8333, -24.0955, -8.6466], [18.9906, -17.5078, -10.2761], [20.5498, -21.6584, -10.4524], [11.9905, -22.4583, -18.2440], [17.9880, -25.5613, -7.3446], [17.6292, -16.0575, -4.8976], [11.3633, -20.6666, -9.1968], [18.0848, -14.7694, -10.0454], [18.8149, -23.2954, -5.8963], [18.6713, -23.1823, -8.9959], [14.1978, -21.6183, -16.1231], [11.8997, -15.0627, -5.4689], [11.8678, -22.5737, -19.6731], [10.3163, -23.7927, -11.5627], [17.9502, -14.2422, -6.5421], [21.5826, -25.8564, -3.9545], [19.1579, -18.6511, -9.5347], [17.6651, -13.4906, -10.7275], [21.8431, -20.9409, -7.2990], [12.4477, -15.3378, -3.0401], [19.8615, -16.4902, -9.9362], [18.8443, -21.8343, -5.4201], [11.8492, -21.9121, -11.3378], [11.9238, -15.6456, -6.7563], [10.9464, -19.5063, -7.0709], [18.2481, -22.4619, -10.2022], [14.6276, -14.4777, -3.6744], [19.3740, -15.1851, -10.5826], [14.8889, -13.8276, -11.9842], [16.7895, -17.6663, -3.2358], [14.7448, -21.6516, -14.7777], [11.4935, -19.3850, -8.4689], [19.1222, -24.5895, -9.2509], [16.0830, -19.5466, -12.0637], [12.2729, -21.2566, -17.6450], [19.7111, -20.9247, -6.2708], [19.7446, -24.3515, -3.8158], [14.9301, -20.3473, -13.9851], [12.2636, -19.8740, -5.1575], [17.5267, -17.7296, -1.0502], [18.2130, -15.7172, -6.1949], [19.8409, -13.2490, -5.5843], [19.4469, -22.2070, -11.1334], [14.1670, -16.6061, -9.4286], [17.2682, -26.7235, -7.6800], [13.2182, -16.1060, -7.3571], [18.5174, -24.0290, -4.6352], [12.0462, -16.0004, -4.3572], [17.2459, -13.6832, -12.2005], [12.1885, -20.7204, -10.4100], [19.2664, -25.4003, -8.0205], [17.1889, -17.4600, -4.6579], [12.7566, -21.4202, -16.1859], [21.4317, -21.1032, -11.4172], [11.1782, -16.6668, -4.2808], [11.0518, -21.8952, -19.9242], [21.7020, -19.8637, -7.1938], [10.4320, -20.7173, -9.5893], [11.0699, -14.5039, -5.3359], [16.8880, -14.0524, -6.6966], [16.9679, -19.7035, -11.4507], [12.5363, -19.0746, -8.4215], [14.8338, -17.4275, -9.1594], [15.9565, -17.0252, -2.9303], [14.7609, -15.6975, -9.2968], [16.7470, -17.0794, -0.6518], [12.8023, -22.4630, -20.2256], [10.8775, -18.7014, -9.0563], [15.6749, -14.3650, -3.3843], [15.1147, -19.5735, -14.7346], [13.2256, -20.3901, -10.3557], [22.5711, -25.4622, -4.1986], [17.3498, -22.9120, -10.6310], [11.5759, -23.5828, -19.9638], [14.1178, -14.5914, -12.0801], [19.8024, -23.3502, -6.1231], [12.7422, -22.4964, -11.5778], [17.4988, -15.4398, -10.5363], [18.4318, -14.1342, -7.5181], [19.2937, -15.8688, -6.1221], [13.9523, -20.1436, -13.5384], [12.9766, -20.5368, -4.6700], [16.9052, -26.7195, -8.7091], [18.5770, -19.5358, -9.7971], [18.3885, -17.7332, -0.3836], [18.0694, -25.0033, -4.8352], [17.8769, -27.6111, -7.4955], [11.4332, -14.9575, -7.4477], [12.5658, -20.4642, -15.6919], [11.8429, -14.4411, -2.8870], [16.3057, -18.6313, -12.6169], [21.0625, -20.1764, -11.8627], [17.8927, -18.2233, -5.0007], [19.8375, -16.2821, -8.8612], [17.2062, -18.7721, -1.0141], [17.8671, -21.3811, -5.2494], [11.4034, -19.6483, -4.5256], [15.1841, -19.4054, -11.4651], [14.3616, -22.4847, -14.1742], [11.5369, -21.6675, -12.3548], [14.0006, -16.5923, -10.5059], [18.4250, -12.7267, -10.5686], [20.3268, -23.4696, -3.5403], [17.0318, -12.6654, -12.5421], [20.4019, -14.1350, -5.2725], [13.9634, -15.3110, -7.2944], [17.8006, -23.6140, -3.9256], [12.2964, -22.1617, -15.5264], [17.8785, -15.5332, -4.0745], [22.8548, -21.1588, -6.9607], [12.8019, -18.9237, -5.1186], [16.3256, -17.4545, -5.3260], [11.8764, -19.8582, -11.0133], [21.6907, -21.7526, -12.2546], [19.9936, -24.6407, -9.9101], [9.9286, -19.8608, -7.2534], [16.3898, -26.9165, -7.0639], [18.1076, -13.9995, -12.7869], [19.0226, -21.5657, -11.9093], [21.6489, -21.3084, -8.3060], [10.8720, -18.5888, -6.4924], [14.5879, -13.0316, -12.6677], [12.7681, -16.7833, -4.6029], [18.4708, -25.0705, -9.9860], [19.2008, -18.7211, -8.4421], [17.7500, -21.5147, -9.9839], [16.4366, -18.6963, -3.1385], [16.8223, -13.3056, -10.0594], [19.9735, -19.9753, -5.7905], [22.3338, -20.8037, -10.8834], [21.5551, -26.9300, -4.1359], [17.8337, -16.3017, -7.0340], [14.4074, -22.4232, -16.6959], [19.3092, -21.7303, -4.4374], [19.2846, -20.5872, -7.2214], [12.8267, -20.6156, -18.3366], [13.5544, -16.9660, -6.7703], [19.7439, -23.1678, -11.5604], [21.5754, -25.7062, -2.8729], [14.2837, -13.4449, -3.7651], [12.1618, -15.9784, -2.2045], [15.6791, -22.1890, -14.9675], [20.1513, -19.1039, -9.6604], [20.0229, -12.6061, -4.7198], [19.5133, -15.3289, -11.6597], [19.5412, -22.6738, -8.8666], [20.3850, -12.8450, -6.4408], [10.7034, -23.9435, -12.5726], [11.3819, -20.6234, -17.5370], [20.1411, -14.4164, -10.4557], [19.6158, -26.4045, -8.2742], [20.0857, -25.1394, -7.3496], [14.8525, -14.8616, -4.6737], [11.1991, -16.4701, -6.7023], [19.3716, -24.9875, -3.0109], [14.9841, -13.4754, -10.9579], [10.5411, -24.8052, -11.2167], [9.2519, -23.5910, -11.4567], [20.9125, -16.7155, -10.1372]]
}


No. 2
{
  "formula": "C5H17N2O",
  "method": "the ωB97M-V functional and the def2-TZVPD basis",
  "e_above_lowest_kcal_mol": 57.2,
  "gap_ev": 8.897,
  "multiplicity": 1,
  "max_force_ha_per_bohr": 0.0847,
  "homo_energy_ha": -0.4417,
  "energy_ha": -385.1496,
  "charge": 1,
  "species": ["O", "N", "N", "C", "C", "C", "C", "C", "H", "H", "H", "H", "H", "H", "H", "H", "H", "H", "H", "H", "H", "H", "H", "H", "H"],
  "xyz": [[-3.1363, 0.6105, 0.6173], [-0.5604, 0.7602, 2.1716], [1.5425, -1.6979, -2.4722], [1.9077, -1.0108, -1.1770], [-0.2233, -0.4472, 0.0383], [0.2768, 0.8588, 0.8696], [0.1680, 2.1634, 0.0733], [0.8212, -1.5129, -0.2546], [0.2497, -2.4170, -0.6853], [-3.3477, 1.4494, 0.0953], [1.2931, -1.8371, 0.7196], [-1.5277, 1.0170, 1.9002], [-0.6657, 2.7611, 0.2172], [-0.1443, 1.3582, 2.8447], [1.0379, 2.8372, 0.0427], [3.0298, -1.1854, -0.8868], [-1.1317, -0.8442, 0.7011], [1.4246, 0.6240, 1.1891], [-0.6007, -0.2052, 2.4968], [2.0514, -1.4384, -3.2610], [1.5136, -2.6532, -2.3525], [-3.8404, 0.0853, 0.1372], [1.8658, 0.0113, -1.2474], [0.0556, 1.8873, -1.0503], [-0.7494, -0.0783, -0.9924]]
}


No. 3
{
  "formula": "C6H13O4P",
  "method": "the ωB97M-V functional and the def2-TZVPD basis",
  "e_above_lowest_kcal_mol": 42.9,
  "gap_ev": 11.084,
  "multiplicity": 1,
  "max_force_ha_per_bohr": 0.1381,
  "homo_energy_ha": -0.3823,
  "energy_ha": -878.7378,
  "charge": 0,
  "species": ["P", "O", "O", "O", "O", "C", "C", "C", "C", "C", "C", "H", "H", "H", "H", "H", "H", "H", "H", "H", "H", "H", "H", "H"],
  "xyz": [[-2.5606, -0.7958, -0.0031], [-0.5160, -2.3281, 0.5391], [-2.3531, -1.7379, -1.0886], [-3.2802, 0.5457, -0.4603], [-1.1445, -0.1748, 0.5524], [-3.2348, 1.6314, 0.3900], [-0.2401, -1.1718, 0.3258], [1.7221, 0.3003, 0.9906], [2.1339, -1.7195, -0.3836], [0.8052, 0.3526, -1.3168], [1.0939, -0.5978, -0.0913], [2.9947, -1.3656, -0.7200], [0.8860, 0.8160, 1.3511], [0.0990, 1.1026, -1.1014], [-3.5719, 1.3814, 1.4562], [2.5064, 1.1397, 0.7064], [2.1976, -2.4945, 0.4725], [1.7025, -2.3026, -1.3140], [-3.2570, -1.3249, 1.2321], [-4.0665, 2.3718, 0.1608], [0.6521, -0.1409, -2.1996], [2.3188, -0.2675, 1.6846], [1.6750, 0.8828, -1.3289], [-2.2469, 2.1367, 0.2571]]
}